[1]
{"formula": "C42H33BrFN2O4", "method": "wB97M-V/def2-TZVPD", "e_lumo_ev": -2.75, "max_force_ev_per_a": 1.07, "charge": 1, "species": ["C", "C", "C", "F", "N", "C", "Br", "C", "N", "C", "C", "C", "C", "C", "C", "C", "C", "C", "H", "H", "H", "H", "H", "H", "H", "H", "H", "H", "H", "H", "H", "H", "H", "H", "H", "C", "C", "C", "C", "C", "C", "C", "O", "C", "C", "C", "C", "C", "C", "C", "O", "H", "H", "H", "H", "H", "H", "H", "H", "C", "C", "C", "C", "C", "C", "C", "O", "C", "C", "C", "C", "C", "C", "C", "O", "H", "H", "H", "H", "H", "H", "H", "H"], "coordinates": [[1.8515, -1.6818, 0.3837], [2.0166, -3.1880, 0.1937], [3.3103, -3.7309, 0.7382], [3.3284, -5.0831, 0.6343], [4.4761, -3.2229, 0.0314], [4.9197, -3.6401, -1.2139], [4.1508, -4.9387, -2.3041], [6.0135, -2.9245, -1.5374], [6.2282, -2.0671, -0.4641], [5.3147, -2.2711, 0.4741], [5.2513, -1.6060, 1.7994], [5.6491, -2.6081, 2.8903], [6.8385, -3.3030, 2.7703], [7.2218, -4.2254, 3.7311], [6.3987, -4.4570, 4.8222], [6.7849, -5.4637, 5.8821], [5.2187, -3.7443, 4.9407], [4.8339, -2.8210, 3.9872], [1.7333, -1.4783, 1.4442], [0.9837, -1.3310, -0.1532], [2.7229, -1.1244, 0.0449], [1.1976, -3.6849, 0.6996], [1.9219, -3.4536, -0.8566], [3.4113, -3.4911, 1.7913], [6.6002, -3.0040, -2.4271], [6.9897, -1.4090, -0.4293], [4.2630, -1.2077, 1.9738], [6.0008, -0.8207, 1.7966], [7.4916, -3.1422, 1.9259], [8.1595, -4.7426, 3.6140], [7.3965, -6.2390, 5.4391], [7.3324, -4.9571, 6.6687], [5.8953, -5.9247, 6.2903], [4.5884, -3.9246, 5.7972], [3.9124, -2.2743, 4.1015], [-3.8678, 3.7894, 3.1014], [-3.7672, 2.4024, 3.0783], [-2.8330, 1.7862, 2.2632], [-2.0015, 2.5545, 1.4582], [-2.1157, 3.9468, 1.4687], [-3.0442, 4.5606, 2.2986], [-1.2705, 4.7884, 0.5791], [-1.3669, 5.9972, 0.5833], [-0.3113, 4.1061, -0.3357], [0.4416, 4.8691, -1.2186], [1.3388, 4.2517, -2.0738], [1.4946, 2.8694, -2.0420], [0.7463, 2.1049, -1.1620], [-0.1661, 2.7176, -0.3134], [-0.9972, 1.8772, 0.5969], [-0.8597, 0.6695, 0.6278], [-4.5945, 4.2683, 3.7438], [-4.4200, 1.8025, 3.6981], [-2.7494, 0.7086, 2.2437], [-3.1227, 5.6389, 2.3075], [0.3157, 5.9429, -1.2379], [1.9176, 4.8463, -2.7678], [2.1975, 2.3896, -2.7107], [0.8573, 1.0296, -1.1386], [-8.2643, -1.0898, -4.8268], [-9.1200, -0.4492, -3.9368], [-8.6534, 0.5885, -3.1481], [-7.3256, 0.9854, -3.2395], [-6.4617, 0.3302, -4.1209], [-6.9385, -0.7022, -4.9185], [-5.0250, 0.7117, -4.2095], [-4.2722, 0.1469, -4.9758], [-4.5324, 1.8034, -3.3220], [-3.1864, 2.1444, -3.3520], [-2.7117, 3.1604, -2.5406], [-3.5838, 3.8497, -1.7027], [-4.9257, 3.5124, -1.6671], [-5.4034, 2.4841, -2.4696], [-6.8462, 2.1152, -2.3951], [-7.6043, 2.7159, -1.6637], [-8.6338, -1.8950, -5.4477], [-10.1535, -0.7598, -3.8611], [-9.3153, 1.0944, -2.4591], [-6.2680, -1.1986, -5.6061], [-2.5150, 1.6085, -4.0088], [-1.6623, 3.4189, -2.5645], [-3.2187, 4.6515, -1.0770], [-5.6074, 4.0415, -1.0152]]}



[2]
{"formula": "C17H24N4O3S2", "method": "wB97M-V/def2-TZVPD", "e_lumo_ev": -0.18, "max_force_ev_per_a": 17.11, "species": ["C", "H", "C", "N", "S", "O", "O", "C", "N", "N", "C", "N", "C", "O", "C", "C", "H", "H", "H", "C", "H", "H", "H", "C", "H", "H", "H", "H", "S", "C", "C", "C", "C", "C", "C", "C", "H", "H", "H", "H", "C", "H", "H", "H", "H", "H", "H", "H", "H", "H"], "coordinates": [[4.7478, -0.1654, 2.1740], [4.1961, 0.6552, 2.3425], [4.0941, -1.1343, 1.2784], [3.5149, -0.7193, 0.0174], [3.0382, -2.0264, -1.2160], [2.7615, -1.3353, -2.2940], [3.8177, -3.0820, -0.7890], [1.3510, -2.2433, -0.6134], [1.0335, -2.8107, 0.5314], [-0.1578, -2.8006, 0.9426], [-0.9459, -1.8792, 0.1030], [-2.3189, -1.7119, 0.1339], [-2.8445, -1.1375, -0.7335], [-2.2665, -0.4051, -1.5399], [-4.3067, -0.6149, -0.3622], [-5.1125, -0.2016, -1.3743], [-4.4322, 0.4194, -1.9828], [-5.2226, -1.0746, -2.0795], [-5.9095, 0.3507, -1.3079], [-5.0653, -1.7129, 0.5534], [-6.1406, -1.5217, 0.4091], [-4.8022, -1.8470, 1.6052], [-4.9404, -2.5591, -0.0899], [-4.2457, 0.6399, 0.9066], [-3.6793, 1.5921, 0.0063], [-5.0918, 0.9377, 1.0246], [-3.6114, 0.1316, 1.6227], [-2.6327, -2.0431, 1.0134], [-0.0506, -1.5223, -1.1676], [2.5889, 0.3719, 0.1354], [1.4906, 0.5614, 0.8945], [0.5191, 1.4460, 0.7506], [0.7064, 2.5141, -0.0540], [1.7567, 2.3219, -0.9381], [2.6986, 1.3749, -0.8586], [3.9574, 1.6638, -1.7359], [4.8257, 1.1071, -1.4228], [3.7361, 0.8134, -2.3479], [4.0766, 2.5098, -2.1325], [1.7863, 3.3683, -1.5475], [-0.2843, 3.4669, -0.0452], [-0.0572, 4.5572, -0.2799], [-1.1930, 3.2079, -0.9302], [-0.9383, 3.5551, 0.7619], [-0.3892, 1.5396, 1.4914], [1.5148, -0.3913, 1.6727], [4.6740, -2.1623, 1.0792], [3.2430, -1.7783, 1.9451], [5.1165, -0.5089, 2.9003], [5.3935, 0.2827, 1.5470]]}



[3]
{"formula": "C3H6O", "method": "wB97M-V/def2-TZVPD", "e_lumo_ev": 0.86, "smiles": "C=C.C=O", "max_force_ev_per_a": 1.82, "species": ["C", "C", "H", "H", "H", "H", "C", "O", "H", "H"], "coordinates": [[0.9105, 1.8507, 3.0794], [-0.0811, 2.3632, 3.7655], [1.9478, 2.0887, 3.3407], [0.8024, 1.1454, 2.2719], [-0.0781, 3.1003, 4.5759], [-1.0627, 2.0413, 3.5070], [-0.5990, -3.1740, -5.1449], [-0.7325, -2.0601, -5.5929], [0.3295, -3.4711, -4.5973], [-1.4369, -3.8845, -5.2053]]}